A:
A gas-phase ion, C4H8O2 (charge -2). Source: the OMol25 dataset; level of theory: wB97M-V/def2-TZVPD.

Output
**E_HOMO**: 0.99 eV
**Total charge**: -2
**SMILES**: [O-]CCCC[O-]
**Multiplicity**: 1

Each line ends with the Mulliken charge.
CARTESIAN COORDINATES (ANGSTROEM)
O (1.19908, -2.05296, -2.01702)  -0.958
C (1.20659, -1.22692, -0.92439)  -0.521
C (-0.07241, -0.34553, -0.71850)  -0.335
C (0.06922, 0.62768, 0.43807)  -0.347
C (-1.24117, 1.07343, 1.13151)  -0.507
O (-1.15133, 2.06155, 2.05768)  -0.942
H (1.29240, -1.83298, 0.00668)  0.181
H (2.09003, -0.54597, -0.94387)  0.180
H (-0.25779, 0.14235, -1.67781)  0.275
H (-0.85594, -1.09180, -0.53509)  0.202
H (0.72731, 0.23129, 1.22158)  0.249
H (0.58165, 1.51380, 0.03369)  0.216
H (-1.64543, 0.16946, 1.65807)  0.162
H (-1.94220, 1.27661, 0.26940)  0.146

=====

B:
A gas-phase ion, C4H8O2 (charge -2). Source: the OMol25 dataset; level of theory: wB97M-V/def2-TZVPD.

Output
**E_HOMO**: 0.96 eV
**Total charge**: -2
**SMILES**: [O-]CCCC[O-]
**Multiplicity**: 1

Each line ends with the Mulliken charge.
CARTESIAN COORDINATES (ANGSTROEM)
O (-2.84314, -1.05838, -0.77452)  -0.943
C (-1.81190, -0.18261, -0.86023)  -0.467
C (-0.57237, -0.51168, 0.02893)  -0.365
C (0.57491, 0.51016, -0.03471)  -0.360
C (1.81785, 0.16638, 0.83532)  -0.472
O (2.82233, 1.07871, 0.81008)  -0.945
H (-2.08501, 0.86810, -0.56973)  0.145
H (-1.39903, -0.07041, -1.90348)  0.153
H (-0.94702, -0.57209, 1.05734)  0.236
H (-0.16985, -1.48828, -0.26366)  0.247
H (0.22058, 1.48624, 0.31397)  0.233
H (0.94725, 0.61331, -1.05971)  0.234
H (1.42041, -0.01622, 1.87298)  0.154
H (2.15842, -0.84962, 0.48483)  0.150

=====

The energy of each structure relative to the most stable one, in eV, is as follows: A 0.133; B 0.000.

=====

A:
2 unconnected molecules or ions with the total composition C4H14N3. Source: the OMol25 dataset; level of theory: wB97M-V/def2-TZVPD.

Output
**E_HOMO**: -13.42 eV
**Total charge**: +1
**Multiplicity**: 1

Each line ends with the Mulliken charge.
CARTESIAN COORDINATES (ANGSTROEM)
C (0.75665, -2.28308, -0.81867)  -0.884
N (-0.00918, -1.08271, -1.21840)  0.031
C (-1.44068, -1.35998, -1.52482)  -0.811
H (1.80610, -2.02553, -0.70452)  0.347
H (0.38628, -2.63401, 0.14051)  0.367
H (0.65570, -3.05248, -1.57988)  0.384
H (0.44674, -0.63126, -2.01240)  0.396
H (0.07802, -0.37153, -0.45803)  0.219
H (-1.48980, -2.04530, -2.36452)  0.389
H (-1.94299, -0.42839, -1.74756)  0.302
H (-1.87539, -1.84987, -0.66142)  0.370
C (0.00718, 2.15246, -0.56768)  -0.993
N (0.58021, 1.21480, 0.40885)  -0.478
C (-0.10328, 1.10961, 1.63920)  -0.032
N (0.42921, 0.50555, 2.60009)  -0.600
H (0.56684, 2.08837, -1.49099)  0.323
H (-1.03584, 1.91400, -0.74499)  0.348
H (0.04414, 3.18859, -0.23080)  0.388
H (1.55665, 1.42121, 0.58919)  0.261
H (-1.10655, 1.53866, 1.64353)  0.392
H (-0.18423, 0.50678, 3.40886)  0.281

=====

B:
2 unconnected molecules or ions with the total composition C4H14N3. Source: the OMol25 dataset; level of theory: wB97M-V/def2-TZVPD.

Output
**E_HOMO**: -14.80 eV
**Total charge**: +1
**Multiplicity**: 1

Each line ends with the Mulliken charge.
CARTESIAN COORDINATES (ANGSTROEM)
C (-0.49386, 1.71023, -2.02546)  -0.851
C (0.09744, -0.54810, -1.11670)  0.739
N (-0.75395, 0.29759, -1.68615)  -0.203
N (1.45066, -0.40192, -1.03744)  -0.423
N (-0.40469, -1.72982, -0.65512)  -0.539
H (-1.73350, 0.08490, -1.52961)  0.239
H (1.68879, 0.60433, -1.02227)  0.247
H (1.88055, -1.04819, -0.37863)  0.290
H (-1.42588, -1.82285, -0.64977)  0.267
H (-0.05986, -2.03719, 0.24214)  0.262
H (-0.63011, 2.21794, -1.03127)  0.354
H (-1.29442, 2.15412, -2.63556)  0.302
H (0.57296, 1.87301, -2.34924)  0.298
C (0.67830, -0.13892, 3.20408)  -0.759
C (-0.57277, 0.61250, 2.59325)  -0.375
H (0.90573, 0.39243, 4.12922)  0.323
H (0.47077, -1.19690, 3.26041)  0.269
H (1.43775, 0.03436, 2.40972)  0.149
H (-0.46646, 0.56858, 1.48455)  -0.217
H (-0.52307, 1.69608, 2.77217)  0.340
H (-1.36882, -0.00842, 2.95858)  0.289

=====

The energy of each structure relative to the most stable one, in eV, is as follows: A 0.195; B 0.000.